(1)
Here is a structure of composition C11H8Br2F6INO3PRuTe4 from the OMol25 dataset. Energies are from ωB97M-V/def2-TZVPD.

Geometry (Å):
Ru  -0.612  -0.189  0.683
Te  -1.111  1.081  -1.477
Te  -0.403  2.291  -7.310
Te  -1.102  2.308  -4.802
Te  0.226  0.210  -3.626
C  -2.313  2.852  1.201
C  -1.506  2.373  2.362
C  -1.485  3.082  3.557
C  -0.762  2.620  4.638
C  -0.037  1.435  4.517
C  0.703  0.794  5.567
Br  0.803  1.610  7.261
C  1.306  -0.454  5.400
C  1.278  -1.094  4.196
Br  2.057  -2.772  3.983
C  0.645  -0.506  2.968
O  -0.215  -1.319  2.334
C  -0.081  0.788  3.277
N  -0.804  1.234  2.242
H  -2.931  3.700  1.492
H  -2.954  2.054  0.825
H  -1.661  3.169  0.386
H  -2.059  3.995  3.632
H  -0.768  3.161  5.574
H  1.798  -0.918  6.243
I  -1.385  -2.451  -0.476
C  -2.529  -1.012  0.650
H  -2.833  -1.483  1.583
H  -3.377  -0.728  0.032
F  1.761  -1.402  -2.096
P  1.945  -2.902  -2.727
F  1.401  -3.510  -1.321
F  3.453  -2.947  -2.194
F  2.427  -2.231  -4.124
F  2.079  -4.379  -3.352
F  0.384  -2.829  -3.262
O  1.309  0.180  0.838
O  1.780  -0.139  2.136

The expectation value of S² is 6.063. As for the total charge: -1. Its spin multiplicity is 5. The value obtained for the HOMO-LUMO gap (alpha / beta) is 0.25994 / 0.20731 Ha. The total energy is -8257.88551 Eh. As for the lowest unoccupied orbital energy (alpha / beta): 1.722 / 0.018 eV.

---

(2)
Here is a cluster of 2 separate species, C8H11NS in total at a distorted geometry from the OMol25 dataset. Energies are from ωB97M-V/def2-TZVPD.

Geometry (Å):
C  -0.790  2.704  -0.533
C  -0.388  0.624  -0.435
C  0.752  1.087  0.243
C  -0.151  -0.713  -0.316
C  1.264  -0.324  0.479
C  -3.606  -0.748  -1.269
C  2.585  -0.656  -0.223
C  1.200  -0.751  1.982
N  -1.211  1.588  -0.977
S  0.806  2.756  0.334
H  -1.485  3.608  -0.741
H  -0.556  -1.613  -0.686
H  -4.495  -1.308  -1.287
H  -2.658  -1.279  -0.986
H  -3.553  0.335  -1.418
H  3.138  -1.552  0.160
H  3.297  0.081  -0.073
H  2.334  -0.964  -1.294
H  1.343  -1.841  2.046
H  0.233  -0.775  2.404
H  1.942  -0.259  2.589

The calculation puts the energy above the lowest of the compared OMol25 structures with the same formula, charge and spin at 125.4 kcal/mol. Its spin multiplicity is 1. The value obtained for the HOMO-LUMO gap (alpha / beta) is 0.31121 / 0.27542 Ha. The total energy is -764.14941 Eh. As for the lowest unoccupied orbital energy (alpha / beta): -0.064 / 0.492 eV.

---

(3)
Here is a structure of composition C11H27ClIInN2P2 at a distorted geometry from the OMol25 dataset. Energies are from ωB97M-V/def2-TZVPD.

Geometry (Å):
C  0.395  0.625  -4.248
I  2.232  -0.884  -2.275
H  -0.455  1.357  -4.109
H  0.060  -0.220  -4.847
H  1.200  1.130  -4.775
In  0.050  0.560  -2.040
P  -1.951  -1.452  -0.747
C  -1.529  -3.181  -1.142
C  -3.109  -1.645  0.664
H  -3.977  -2.306  0.436
H  -3.935  -1.670  -2.205
H  -3.491  -0.640  0.948
H  -3.387  0.043  -1.992
H  -0.844  -3.596  -0.369
H  -2.587  -2.056  1.554
C  -3.057  -1.002  -2.143
H  -2.432  -3.835  -1.206
H  -2.502  -1.044  -3.102
H  -0.986  -3.229  -2.114
P  1.737  1.748  0.416
C  3.513  1.279  0.342
C  1.760  3.276  -0.613
H  0.501  2.720  2.242
H  2.212  3.253  2.339
H  1.739  1.607  2.866
C  1.548  2.400  2.124
H  0.728  3.668  -0.656
H  2.444  4.027  -0.180
H  4.169  2.117  0.642
H  3.760  0.957  -0.686
H  2.077  3.035  -1.645
H  3.709  0.416  1.004
Cl  -1.570  2.073  -0.783
C  -1.033  -3.714  2.564
C  0.158  -2.845  2.645
N  0.520  -1.858  1.846
C  1.638  -1.303  2.422
C  1.981  -1.995  3.570
N  1.015  -2.982  3.694
H  -0.810  -4.697  2.985
H  -1.857  -3.269  3.138
H  -1.326  -3.824  1.519
H  2.135  -0.429  2.000
H  2.778  -1.862  4.296
H  0.932  -3.691  4.419

As for the total charge: +2. The calculation puts the energy above the lowest of the compared OMol25 structures with the same formula, charge and spin at 118.8 kcal/mol. Its spin multiplicity is 1. The value obtained for the HOMO-LUMO gap (alpha / beta) is 0.15269 / 0.11986 Ha. The total energy is -2174.90579 Eh. As for the lowest unoccupied orbital energy (alpha / beta): -9.686 / -10.569 eV.

---

(4)
Here is a cluster of 2 separate species, C4H11N2 in total from the OMol25 dataset. Energies are from ωB97M-V/def2-TZVPD.

Geometry (Å):
C  1.245  2.686  1.515
C  1.538  0.304  1.042
N  1.451  1.513  0.659
H  0.304  3.156  1.252
H  2.116  3.332  1.432
H  1.222  2.342  2.549
H  1.494  0.134  2.110
H  1.694  -0.478  0.316
H  1.500  1.701  -0.341
C  -1.198  -1.449  -2.362
C  -1.166  -1.335  -1.040
N  -1.880  -2.062  -0.099
H  -1.886  -2.124  -2.851
H  -0.520  -0.918  -3.008
H  -0.482  -0.611  -0.607
H  -2.662  -2.591  -0.455
H  -2.165  -1.554  0.729

As for the total charge: +1. The calculation puts the energy above the lowest of the compared OMol25 structures with the same formula, charge and spin at 61.3 kcal/mol. Its spin multiplicity is 1. The value obtained for the HOMO-LUMO gap is 0.22000 Ha. The total energy is -268.20713 Eh. As for the lowest unoccupied orbital energy: -5.380 eV.

---

(5)
Here is a cluster of 2 separate species, C5H8N2 in total from the OMol25 dataset. Energies are from ωB97M-V/def2-TZVPD.

Geometry (Å):
C  -1.332  1.643  0.519
N  -0.595  0.597  0.429
C  0.405  0.274  1.439
C  0.940  -0.877  1.036
C  0.313  -1.226  -0.264
N  0.702  -2.374  -0.949
C  -0.659  -0.349  -0.659
H  -0.647  2.132  -2.197
H  -2.097  1.788  -0.234
H  -1.178  2.360  1.320
H  0.526  0.892  2.318
H  1.682  -1.457  1.571
H  1.687  -2.595  -0.880
H  0.403  -2.340  -1.917
H  -0.663  1.389  -2.061

The calculation puts the energy above the lowest of the compared OMol25 structures with the same formula, charge and spin at 113.0 kcal/mol. Its spin multiplicity is 1. The value obtained for the HOMO-LUMO gap (alpha / beta) is 0.25063 / 0.25065 Ha. The total energy is -304.65545 Eh. As for the lowest unoccupied orbital energy (alpha / beta): -0.536 / -0.536 eV.

---

(6)
Here is a structure of composition C34H34Cl3N3PTi from the OMol25 dataset. Energies are from ωB97M-V/def2-TZVPD.

Geometry (Å):
Ti  -0.571  0.177  -0.912
C  -4.116  -2.736  0.030
C  -3.605  -1.480  -0.614
C  -3.934  -0.223  -0.063
C  -3.513  0.938  -0.661
C  -2.709  0.906  -1.816
C  -2.417  -0.327  -2.396
C  -2.876  -1.510  -1.787
H  -3.564  -2.956  0.948
H  -4.029  -3.594  -0.635
H  -5.166  -2.631  0.304
H  -4.554  -0.181  0.825
H  -3.818  1.902  -0.272
H  -2.469  1.830  -2.326
H  -1.951  -0.370  -3.371
H  -2.671  -2.464  -2.260
N  1.798  -2.171  0.736
P  1.076  -0.664  1.069
C  0.789  -0.641  2.852
C  1.840  -0.697  3.768
C  1.574  -0.755  5.126
C  0.259  -0.760  5.582
C  -0.792  -0.717  4.678
C  -0.523  -0.661  3.316
C  2.524  0.419  0.818
C  2.612  1.605  1.546
C  3.628  2.512  1.290
C  4.571  2.246  0.304
C  4.491  1.066  -0.421
C  3.470  0.160  -0.170
C  1.093  -3.302  0.345
C  1.781  -4.488  0.048
C  1.044  -5.578  -0.355
C  -0.342  -5.470  -0.465
C  -0.916  -4.257  -0.146
N  -0.222  -3.187  0.260
H  2.749  -2.320  1.043
H  2.869  -0.678  3.427
H  2.393  -0.794  5.832
H  0.057  -0.803  6.645
H  -1.816  -0.734  5.028
H  -1.344  -0.645  2.610
H  1.890  1.820  2.324
H  3.685  3.428  1.863
H  5.363  2.956  0.107
H  5.223  0.854  -1.190
H  3.403  -0.743  -0.765
H  2.859  -4.539  0.140
H  1.543  -6.511  -0.585
H  -0.957  -6.304  -0.769
H  -1.991  -4.128  -0.204
Cl  -1.280  7.500  -2.086
C  -0.756  5.839  -2.081
C  -1.204  4.974  -3.063
C  -0.784  3.649  -3.051
C  0.066  3.152  -2.064
C  0.504  1.722  -2.019
C  0.507  4.063  -1.100
C  0.114  5.391  -1.101
H  -1.862  5.340  -3.841
H  -1.119  2.992  -3.849
H  1.517  1.681  -1.586
H  0.588  1.326  -3.039
H  1.198  3.724  -0.333
H  0.475  6.079  -0.348
Cl  -0.959  1.918  1.152
C  -2.081  3.203  1.762
Cl  -2.805  4.156  0.508
H  -1.450  3.826  2.383
H  -2.840  2.685  2.334
C  1.646  -3.012  -3.483
C  0.942  -2.006  -2.687
N  0.407  -1.213  -2.055
H  1.950  -3.831  -2.832
H  2.521  -2.562  -3.947
H  0.986  -3.396  -4.258

The expectation value of S² is 2.011. As for the total charge: +1. The calculation puts the energy above the lowest of the compared OMol25 structures with the same formula, charge and spin at 15.6 kcal/mol. Its spin multiplicity is 3. The value obtained for the HOMO-LUMO gap (alpha / beta) is 0.26826 / 0.25638 Ha. The total energy is -4051.49133 Eh. As for the lowest unoccupied orbital energy (alpha / beta): -2.143 / -2.543 eV.

---

(7)
Here is the ion C5H11O2 with charge -1 at a distorted geometry from the OMol25 dataset. Energies are from ωB97M-V/def2-TZVPD.

Geometry (Å):
O  1.661  -1.304  -0.910
C  0.740  -2.022  -0.201
C  -0.575  -1.281  0.261
C  -0.988  0.012  -0.312
C  0.023  0.984  -0.673
C  0.742  1.737  0.498
O  -0.114  2.865  0.724
H  1.120  -2.467  0.769
H  0.640  -3.042  -0.618
H  -0.494  -1.131  1.330
H  -1.459  -1.975  0.025
H  -1.776  -0.091  -1.170
H  -1.659  0.397  0.532
H  0.824  0.154  -0.976
H  -0.094  1.672  -1.557
H  0.604  1.106  1.431
H  1.773  1.961  0.260
H  -0.969  2.426  0.588

The SMILES is [O-]CCCCCO. As for the total charge: -1. The calculation puts the energy above the lowest of the compared OMol25 structures with the same formula, charge and spin at 93.5 kcal/mol. Its spin multiplicity is 1. The value obtained for the HOMO-LUMO gap is 0.23730 Ha. The total energy is -347.50063 Eh. As for the lowest unoccupied orbital energy: 3.936 eV.

---

(8)
Here is a structure of composition C20H76F3FeN38O22S at a distorted geometry from the OMol25 dataset. Energies are from ωB97M-V/def2-TZVPD.

Geometry (Å):
Fe  2.322  3.362  -0.813
C  0.567  -0.529  0.656
F  -0.298  -1.519  0.356
F  0.479  -0.261  1.997
F  1.757  -0.890  0.210
S  -0.176  0.998  -0.442
O  0.886  2.046  -0.461
O  -0.475  0.630  -1.811
O  -1.312  1.590  0.300
C  -3.157  0.053  2.736
O  -3.789  -0.156  1.750
N  -2.091  -0.494  3.085
N  -3.483  0.896  3.657
H  -1.960  -0.624  4.078
H  -1.977  -1.369  2.593
H  -4.301  1.464  3.489
H  -2.718  1.514  3.885
C  -2.608  -3.716  1.834
O  -2.219  -3.404  2.896
N  -3.466  -3.112  1.157
N  -2.217  -4.742  1.160
H  -3.918  -3.505  0.344
H  -3.761  -2.183  1.420
H  -2.685  -4.897  0.278
H  -1.474  -5.279  1.584
C  -3.415  -4.058  -1.967
O  -3.511  -5.060  -1.292
N  -4.449  -3.342  -2.112
N  -2.358  -3.467  -2.432
H  -4.230  -2.357  -2.137
H  -5.275  -3.592  -1.588
H  -2.510  -2.642  -2.994
H  -1.457  -3.917  -2.502
C  -2.442  -2.013  -5.450
O  -3.215  -2.081  -4.516
N  -2.712  -2.565  -6.534
N  -1.253  -1.664  -5.418
H  -3.657  -2.842  -6.761
H  -2.026  -2.511  -7.273
H  -0.914  -1.431  -4.496
H  -0.650  -1.441  -6.197
C  0.569  5.947  -1.200
O  1.123  4.913  -1.034
N  -0.423  6.384  -0.390
N  0.655  6.572  -2.349
H  -0.697  7.337  -0.583
H  -0.739  5.652  0.229
H  1.382  6.325  -3.005
H  0.148  7.439  -2.451
C  -4.245  0.533  -1.520
O  -5.212  1.174  -1.008
N  -4.184  0.337  -2.820
N  -3.299  -0.173  -0.984
H  -4.805  0.798  -3.469
H  -3.317  -0.116  -3.072
H  -2.472  -0.475  -1.478
H  -3.231  0.012  0.007
C  -0.735  2.003  -4.812
O  -0.647  2.544  -5.864
N  -1.616  2.276  -3.940
N  0.155  1.219  -4.282
H  -2.444  2.781  -4.223
H  -1.673  1.850  -3.026
H  0.029  0.810  -3.367
H  1.009  1.021  -4.783
C  0.814  0.686  5.721
O  0.701  0.645  6.950
N  1.728  0.026  5.136
N  -0.049  1.346  4.981
H  2.047  0.170  4.188
H  2.299  -0.522  5.763
H  0.111  1.356  3.984
H  -0.757  1.834  5.511
C  4.456  -1.820  3.685
O  3.222  -1.883  3.941
N  5.380  -1.683  4.571
N  5.008  -2.099  2.519
H  6.361  -1.547  4.375
H  5.068  -1.694  5.531
H  4.361  -2.502  1.856
H  5.993  -2.314  2.465
C  -2.942  4.506  1.385
O  -3.135  5.714  1.478
N  -2.041  3.874  2.059
N  -3.576  3.746  0.520
H  -1.445  4.324  2.738
H  -1.833  2.898  1.900
H  -3.123  2.859  0.351
H  -4.411  4.068  0.053
C  3.265  2.622  -3.684
O  2.531  2.879  -2.751
N  3.771  1.477  -3.881
N  3.674  3.498  -4.559
H  3.192  0.746  -3.493
H  4.200  1.391  -4.791
H  3.086  4.309  -4.689
H  4.506  3.323  -5.103
C  1.923  -1.909  -2.765
O  2.576  -0.887  -2.696
N  0.659  -2.028  -2.508
N  2.445  -2.993  -3.251
H  0.114  -1.329  -2.023
H  0.292  -2.933  -2.764
H  3.351  -3.077  -3.689
H  1.803  -3.772  -3.292
C  4.433  1.015  -0.021
O  3.641  1.936  -0.248
N  5.314  0.968  0.947
N  4.531  -0.140  -0.679
H  5.426  1.624  1.707
H  6.037  0.275  0.812
H  3.861  -0.203  -1.432
H  5.343  -0.740  -0.701
C  2.049  3.681  2.449
O  2.305  3.752  1.247
N  2.555  2.708  3.236
N  1.164  4.337  3.028
H  3.247  2.102  2.819
H  2.395  2.760  4.232
H  1.153  4.171  4.024
H  0.743  5.177  2.656
C  4.661  5.229  -0.083
O  4.010  4.658  -0.925
N  5.020  4.670  1.063
N  5.207  6.433  -0.245
H  5.666  5.162  1.665
H  4.953  3.676  0.902
H  5.080  7.028  -1.052
H  5.561  6.849  0.604
C  0.078  -5.821  -1.747
O  0.034  -4.651  -1.819
N  1.090  -6.618  -1.876
N  -0.980  -6.598  -1.511
H  1.951  -6.160  -2.138
H  0.905  -7.590  -1.676
H  -0.974  -7.557  -1.828
H  -1.903  -6.225  -1.341
C  0.554  -3.733  4.972
O  1.452  -4.232  5.608
N  0.621  -2.788  3.994
N  -0.735  -3.951  5.150
H  -0.118  -2.627  3.324
H  1.498  -2.291  3.942
H  -1.427  -3.529  4.547
H  -0.975  -4.712  5.768
C  -7.879  2.042  1.077
O  -8.753  2.660  1.585
N  -7.929  1.237  0.035
N  -6.614  2.145  1.530
H  -8.854  0.944  -0.245
H  -7.097  0.665  0.041
H  -6.295  2.788  2.240
H  -5.953  1.494  1.131
C  2.739  -4.472  0.974
O  3.368  -5.365  1.506
N  3.187  -4.010  -0.195
N  1.537  -3.993  1.160
H  2.452  -3.379  -0.483
H  3.649  -4.656  -0.818
H  1.117  -3.393  0.464
H  1.094  -4.108  2.060

The expectation value of S² is 6.006. As for the total charge: +1. Its spin multiplicity is 5. The value obtained for the HOMO-LUMO gap (alpha / beta) is 0.27816 / 0.27810 Ha. The total energy is -6505.54530 Eh. As for the lowest unoccupied orbital energy (alpha / beta): -2.445 / -2.447 eV.

---

> Number 1 is which compound?

C11H8Br2F6INO3PRuTe4

---

> Number 8 is which compound?

C20H76F3FeN38O22S